FN2O3S | ωB97M-V/def2-TZVPD

relative energy (zero: lowest compared OMol25 entry of this formula, charge and spin) = 0.000 eV
HOMO-LUMO gap (alpha / beta) = 6.856 / 6.858 eV
DFT total energy = -22671.5082 eV
total charge = -1

CARTESIAN COORDINATES (ANGSTROEM)
N 0.732 -1.605 0.771
N -0.520 1.306 -1.080
O -0.295 -2.119 0.895
O -0.308 0.394 -1.865
O -1.204 2.283 -1.352
F 1.433 -1.491 2.174
S 0.161 1.232 0.456



C5H10Cl2Si | ωB97M-V/def2-TZVPD

relative energy (zero: lowest compared OMol25 entry of this formula, charge and spin) = 7.287 eV
HOMO-LUMO gap = 3.114 eV
DFT total energy = -38266.1160 eV
total charge = 0

CARTESIAN COORDINATES (ANGSTROEM)
C -2.294 -0.913 -2.156
C -1.307 -0.444 -1.413
C -0.370 1.264 0.828
C 1.774 0.007 1.223
C 0.178 -0.091 1.233
Si -0.442 -1.340 -0.068
Cl -0.007 -3.251 0.096
Cl 4.027 2.131 -0.519
H -2.600 -0.419 -2.988
H -2.721 -1.847 -2.006
H -0.980 0.513 -1.624
H -0.123 2.126 1.429
H -0.117 1.573 -0.258
H -1.467 1.134 0.722
H 1.920 0.566 0.257
H 2.195 -1.115 1.052
H 2.411 0.431 1.991
H -0.076 -0.326 2.201



C41H31I2N6O2PSV | ωB97M-V/def2-TZVPD

multiplicity = 4
relative energy (zero: lowest compared OMol25 entry of this formula, charge and spin) = 0.057 eV
HOMO-LUMO gap (alpha / beta) = 6.126 / 6.597 eV
DFT total energy = -118069.8063 eV
total charge = 0
⟨S²⟩ = 3.906

CARTESIAN COORDINATES (ANGSTROEM)
V 0.620 -0.549 -0.255
I 5.792 0.389 0.161
C 4.375 0.020 1.629
C 4.758 0.026 2.977
C 3.861 -0.212 3.985
I 4.520 -0.129 5.961
C 2.502 -0.479 3.671
C 1.480 -0.722 4.615
C 0.192 -0.924 4.199
C -0.097 -0.884 2.826
N 0.834 -0.659 1.925
C 2.123 -0.471 2.313
C 3.058 -0.210 1.243
O 2.642 -0.201 0.028
H 5.793 0.232 3.215
H 1.727 -0.741 5.668
H -0.604 -1.111 4.906
H -1.103 -1.026 2.447
O 1.379 -1.398 -3.044
N 1.010 -0.235 -2.380
C 1.104 0.767 -3.156
C 0.839 2.191 -2.897
C 0.911 2.966 -4.066
C 0.703 4.332 -4.057
C 0.419 4.969 -2.859
C 0.344 4.221 -1.699
C 0.547 2.841 -1.687
P 0.396 2.013 -0.066
C 1.710 2.782 0.932
C 1.756 2.532 2.306
C 2.824 2.970 3.072
C 3.881 3.637 2.470
C 3.860 3.864 1.103
C 2.781 3.444 0.337
C -1.194 2.714 0.500
C -1.395 3.284 1.753
C -2.658 3.717 2.136
C -3.735 3.585 1.275
C -3.541 3.026 0.020
C -2.283 2.593 -0.364
H 1.177 -2.112 -2.420
H 1.425 0.552 -4.173
H 1.137 2.475 -5.004
H 0.765 4.893 -4.980
H 0.257 6.038 -2.825
H 0.117 4.721 -0.765
H 0.973 1.960 2.790
H 2.841 2.760 4.134
H 4.727 3.962 3.062
H 4.691 4.362 0.622
H 2.792 3.619 -0.730
H -0.572 3.431 2.436
H -2.791 4.164 3.112
H -4.719 3.921 1.576
H -4.371 2.922 -0.668
H -2.154 2.151 -1.344
S -1.816 -0.637 -0.527
C -1.797 -2.293 -1.042
N -2.823 -2.922 -1.589
N -3.899 -2.209 -1.793
C -5.051 -2.760 -2.354
C -6.148 -1.925 -2.565
C -7.308 -2.438 -3.116
C -7.385 -3.781 -3.462
C -6.289 -4.604 -3.250
C -5.119 -4.107 -2.698
N -0.744 -3.135 -0.858
N 0.344 -2.611 -0.446
C 1.308 -3.591 -0.052
C 2.661 -3.265 -0.137
C 3.616 -4.180 0.279
C 3.227 -5.411 0.785
C 1.878 -5.730 0.868
C 0.913 -4.828 0.453
H -3.877 -1.220 -1.545
H -6.085 -0.878 -2.293
H -8.156 -1.784 -3.275
H -8.293 -4.182 -3.894
H -6.342 -5.651 -3.517
H -4.264 -4.746 -2.531
H 2.952 -2.300 -0.530
H 4.665 -3.922 0.210
H 3.971 -6.120 1.122
H 1.573 -6.689 1.268
H -0.139 -5.065 0.522



C6H10O | ωB97M-V/def2-TZVPD

relative energy (zero: lowest compared OMol25 entry of this formula, charge and spin) = 2.022 eV
HOMO-LUMO gap = 10.592 eV
DFT total energy = -8429.2185 eV
SMILES = C[C@@H]1[C@@H]2C[C@@H](O)[C@H]12
total charge = 0

CARTESIAN COORDINATES (ANGSTROEM)
C 0.037 0.665 -2.016
C 0.862 0.175 -0.858
C 0.622 -0.906 0.146
C -0.859 -1.105 0.474
C -0.821 0.236 1.211
O -0.449 0.097 2.576
C 0.532 0.594 0.539
H 0.470 1.620 -2.342
H -0.981 0.873 -1.681
H 0.021 -0.015 -2.871
H 1.938 0.184 -1.072
H 1.387 -1.640 0.383
H -1.116 -1.974 1.084
H -1.500 -1.077 -0.414
H -1.727 0.858 1.216
H 0.519 0.056 2.545
H 1.065 1.360 1.082



C30H25EuIN4OPSbSe4 | ωB97M-V/def2-TZVPD

multiplicity = 8
relative energy (zero: lowest compared OMol25 entry of this formula, charge and spin) = 0.919 eV
HOMO-LUMO gap (alpha / beta) = 4.815 / 4.836 eV
DFT total energy = -344167.6570 eV
total charge = -2
⟨S²⟩ = 15.761

CARTESIAN COORDINATES (ANGSTROEM)
Eu 4.411 0.546 -1.372
N 2.897 -0.299 3.420
C 3.192 -1.480 4.030
C 2.752 -1.342 5.332
N 2.116 -0.116 5.458
C 2.267 0.464 4.342
C 1.835 1.790 3.930
N 0.723 2.396 4.212
C 0.639 3.463 3.400
C 1.718 3.565 2.583
N 2.498 2.454 2.925
H 3.124 -0.026 2.442
H 3.761 -2.206 3.482
H 2.873 -2.087 6.102
H -0.138 4.150 3.495
H 2.044 4.300 1.892
H 3.482 2.164 2.522
I -2.631 1.542 2.145
C -4.222 1.497 0.856
C -5.323 2.121 1.335
C -6.494 2.238 0.587
C -6.611 1.489 -0.545
C -5.561 0.632 -0.998
C -5.817 -0.211 -2.138
C -4.896 -1.050 -2.544
C -3.701 -1.124 -1.873
C -3.351 -0.227 -0.875
P -1.466 0.021 -0.596
C -0.818 -0.511 -2.233
C -1.243 0.083 -3.384
C -0.482 -0.080 -4.554
C 0.676 -0.859 -4.589
C 1.062 -1.483 -3.351
C 0.339 -1.324 -2.206
C -1.093 -1.351 0.523
C -0.174 -1.163 1.537
C 0.085 -2.155 2.437
C -0.611 -3.400 2.320
C -1.521 -3.575 1.311
C -1.716 -2.543 0.367
C -4.351 0.621 -0.264
H -5.289 2.676 2.267
H -7.219 3.011 0.777
H -7.550 1.557 -1.141
H -6.692 0.014 -2.764
H -4.918 -1.755 -3.369
H -2.867 -1.732 -2.315
H -2.138 0.745 -3.376
H -0.783 0.424 -5.496
H 1.256 -0.843 -5.496
H 1.989 -2.129 -3.323
H 0.792 -1.820 -1.345
H 0.338 -0.214 1.674
H 0.909 -2.068 3.192
H -0.403 -4.221 3.010
H -2.209 -4.386 1.311
H -2.554 -2.645 -0.251
Se 5.781 2.049 1.233
Sb 6.494 -0.269 1.082
Se 7.461 -0.374 -1.249
Se 4.625 -1.791 0.556
Se 7.642 -0.389 3.239
C 4.345 1.023 -5.314
C 4.041 0.870 -3.788
O 3.586 1.943 -3.333
H 3.416 1.088 -5.946
H 4.934 0.250 -5.788
H 4.741 2.057 -5.512